1.
ORCA calculation (wB97M-V/def2-TZVPD) on a structure of composition C5H12O.

Its strongest force on any atom is 0.198 eV Å⁻¹. The HOMO energy is -7.312 eV. The calculation puts the lowest unoccupied orbital energy at 1.16 eV. As for the HOMO-LUMO gap: 0.31125 Eh.

The geometry in ORCA input format:
```
! wB97M-V def2-TZVPD RIJCOSX def2/J DEFGRID3
* xyz 0 1
O -0.356 1.048 -0.514
C 0.751 1.724 -0.800
C 1.806 1.863 0.252
C -1.380 -2.317 0.307
C -1.629 -0.806 0.315
C -0.348 -0.039 0.215
H 1.034 -0.571 -1.087
H 1.365 2.193 1.208
H 1.324 0.100 -1.454
H 0.529 2.557 -1.459
H 2.544 2.607 -0.057
H 0.403 -0.122 0.997
H 2.337 0.923 0.446
H -2.171 -0.536 1.235
H -2.271 -0.520 -0.525
H -0.721 -2.612 1.132
H -2.318 -2.872 0.416
H -0.900 -2.621 -0.628
*
```

***

2.
ORCA calculation (wB97M-V/def2-TZVPD) on an isolated molecule of C27H30N2O7.

As for the SMILES: COC(=O)c1ccc([C@@H]2/C(=C(\O)c3cccc(OC)c3)C(=O)C(=O)N2CCCN2CCOCC2)cc1. Its strongest force on any atom is 0.802 eV Å⁻¹. The HOMO energy is -8.772 eV. The calculation puts the lowest unoccupied orbital energy at -0.41 eV. As for the HOMO-LUMO gap: 0.30715 Eh.

The geometry in ORCA input format:
```
! wB97M-V def2-TZVPD RIJCOSX def2/J DEFGRID3
* xyz 0 1
O -2.952 -4.057 2.096
O 1.676 2.948 2.307
O 2.112 -1.438 -1.519
O -3.605 -3.975 -0.047
O 3.905 1.172 1.548
O 7.654 0.184 -0.118
O -5.607 0.680 -0.665
N 0.607 1.799 0.650
N -3.406 2.421 -0.235
C 6.860 -2.013 -0.096
C -0.120 -0.450 0.040
C -2.582 3.617 -0.303
C 5.835 -2.933 -0.160
C 5.282 -0.224 -0.415
C -4.387 0.496 -1.343
C -0.690 2.407 0.798
C 7.413 1.573 -0.043
C 1.657 2.095 1.448
C -1.898 -2.506 0.627
C -4.556 -4.991 0.231
C -4.676 2.632 0.437
C -2.851 -3.582 0.991
C 2.859 -0.723 -0.649
C 4.527 -2.515 -0.337
C 2.801 1.165 1.046
C 2.271 0.321 -0.014
C -3.649 1.821 -1.535
C 4.248 -1.155 -0.453
C -1.092 -1.968 1.628
C -0.916 -0.994 -0.958
C -1.798 -2.019 -0.673
C 6.590 -0.646 -0.211
C -5.383 1.284 0.587
C -1.100 3.253 -0.409
C -0.208 -0.950 1.335
C 0.825 0.693 -0.255
H -2.869 4.264 -1.148
H 6.053 -3.986 -0.060
H -0.504 4.165 -0.451
H -4.490 3.054 1.427
H -2.696 1.630 -2.030
H -0.925 2.691 -1.326
H 5.049 0.817 -0.547
H -4.055 -5.891 0.596
H 2.640 -2.159 -1.891
H -5.328 3.321 -0.128
H -5.262 -4.652 0.991
H 8.375 2.025 0.196
H 7.882 -2.323 0.054
H 6.690 1.808 0.742
H -4.636 0.049 -2.307
H -2.734 4.182 0.620
H -1.445 1.627 0.942
H -1.179 -2.362 2.630
H 0.415 -0.531 2.112
H -0.841 -0.616 -1.967
H -5.070 -5.192 -0.705
H -3.743 -0.191 -0.773
H -4.255 2.486 -2.177
H 0.684 1.011 -1.298
H -0.640 3.030 1.694
H 7.058 1.969 -1.000
H 3.725 -3.242 -0.337
H -6.365 1.411 1.046
H -2.415 -2.443 -1.450
H -4.765 0.623 1.214
*
```

***

3.
ORCA calculation (wB97M-V/def2-TZVPD) on a cluster of 2 separate species, C2H4O2S in total in a non-equilibrium geometry.

Its strongest force on any atom is 5.827 eV Å⁻¹. The HOMO energy is -9.750 eV. The calculation puts the lowest unoccupied orbital energy at -2.23 eV. As for the HOMO-LUMO gap: 0.27649 Eh.

The geometry in ORCA input format:
```
! wB97M-V def2-TZVPD RIJCOSX def2/J DEFGRID3
* xyz 0 1
S 0.354 -1.084 -1.751
O -0.185 -2.269 0.420
O -0.348 1.431 -0.126
C 0.099 0.321 0.666
C -0.079 -1.098 -0.128
H -1.617 2.168 0.779
H 1.356 0.502 0.743
H 0.878 0.065 -2.193
H -0.456 -0.036 1.590
*
```

***

4.
ORCA calculation (wB97M-V/def2-TZVPD) on a cluster of 2 separate species, C2H8NO in total.

Its strongest force on any atom is 0.739 eV Å⁻¹. The HOMO energy is -14.298 eV. The calculation puts the lowest unoccupied orbital energy at -3.79 eV. As for the HOMO-LUMO gap: 0.38625 Eh.

The geometry in ORCA input format:
```
! wB97M-V def2-TZVPD RIJCOSX def2/J DEFGRID3
* xyz 1 1
O 0.324 -0.346 -0.160
N 1.789 1.666 0.710
C -0.415 -1.272 -0.425
C -1.900 -1.124 -0.556
H -2.091 -0.389 -1.336
H 1.968 1.073 -0.095
H -2.395 -0.805 0.366
H 2.478 1.568 1.452
H -2.360 -2.081 -0.776
H 1.754 2.636 0.389
H -0.037 -2.282 -0.631
H 0.887 1.355 1.061
*
```

***

5.
ORCA calculation (wB97M-V/def2-TZVPD) on a structure of composition C8F24HfN3O18S8 in a non-equilibrium geometry.

Its strongest force on any atom is 8.180 eV Å⁻¹. The HOMO energy (spin up / spin down) is -11.281 / -11.242 eV. The calculation puts the lowest unoccupied orbital energy (spin up / spin down) at -2.19 / -6.27 eV. Its expectation value of S² is 0.76. As for the HOMO-LUMO gap (spin up / spin down): 0.33398 / 0.18284 Eh.

The geometry in ORCA input format:
```
! wB97M-V def2-TZVPD RIJCOSX def2/J DEFGRID3
* xyz 0 2
Hf 0.178 0.279 0.180
S -1.337 -2.263 1.363
S 2.270 -2.013 -1.636
S -0.920 2.888 -1.437
S -3.290 -0.995 0.295
S 3.312 0.011 2.528
S 0.061 -0.999 -2.691
S 0.298 2.376 2.766
S 1.517 3.217 -1.936
F 0.160 -3.588 -3.163
F -1.869 -2.665 -3.059
F -1.837 3.715 2.079
F -1.242 4.228 4.088
F -0.810 -2.351 -4.810
F 2.192 -2.160 3.908
F 4.236 -2.658 3.251
F 0.609 -4.027 -0.614
F -5.569 0.530 0.874
F -3.822 1.168 1.977
F -2.340 2.322 3.747
F 2.627 -2.588 1.916
F -3.011 -1.686 3.481
F -4.059 1.623 -0.214
F 2.752 -4.282 -0.064
F 3.318 1.186 -1.547
F 4.219 2.891 -2.470
F 2.103 -4.754 -2.038
F 2.868 1.638 -3.597
F -2.091 -3.741 3.553
F -0.884 -1.932 4.022
F -2.874 1.597 -2.853
F -2.592 3.510 -3.407
F -1.044 2.161 -4.130
O -4.080 -2.011 0.988
O 4.641 0.223 2.017
O -1.068 4.346 -1.239
O 3.334 -1.471 -0.860
O -0.008 0.962 2.451
O -1.502 2.027 -0.434
O 2.561 -2.025 -3.037
O 0.769 -0.279 -3.714
O 0.668 2.781 1.408
O -1.624 -3.482 0.551
O 2.128 4.106 -0.941
O -1.024 -0.205 -2.072
O 3.031 0.846 3.707
O 1.403 2.649 3.753
O -3.448 -1.063 -1.133
O 1.036 3.845 -3.096
O 0.083 -1.828 1.340
O 2.283 0.194 1.461
N 0.902 -1.335 -1.147
N -1.775 -0.702 0.761
N 0.574 2.017 -1.251
C 3.118 -1.978 2.938
C -0.624 -2.594 -3.479
C -4.247 0.724 0.792
C -1.898 2.466 -3.133
C 3.066 2.182 -2.452
C -1.436 3.243 3.209
C 1.914 -3.867 -1.050
C -1.909 -2.406 3.301
*
```

***

6.
ORCA calculation (wB97M-V/def2-TZVPD) on a structure of composition C3H6N3O in a non-equilibrium geometry.

Its strongest force on any atom is 7.331 eV Å⁻¹. The HOMO energy is -13.809 eV. The calculation puts the lowest unoccupied orbital energy at -4.98 eV. As for the HOMO-LUMO gap: 0.32447 Eh.

The geometry in ORCA input format:
```
! wB97M-V def2-TZVPD RIJCOSX def2/J DEFGRID3
* xyz 1 1
O 0.909 1.544 -0.049
N 1.319 -0.635 -0.949
N -0.844 0.564 -1.004
N 1.718 -1.568 -0.315
C 0.331 -0.637 1.312
C 0.459 0.350 -0.378
C 1.139 -1.641 1.007
H -0.940 -0.277 -1.553
H 1.520 -2.392 1.628
H -0.280 -0.248 2.039
H -1.632 0.527 -0.383
H -0.880 1.349 -1.766
H 1.711 1.566 0.482
*
```